# C24H23CaFN8O2Se

A molecular structure, C24H23CaFN8O2Se (ωB97M-V/def2-TZVPD, OMol25).

```
! RIJCOSX wB97M-V def2-TZVPD def2/J DEFGRID3
* xyz 0 1
Ca -0.44 -1.51 0.39
C 1.34 1.51 1.19
C 0.15 2.45 1.36
C -1.10 2.20 0.56
C -1.69 3.23 -0.15
C -2.91 3.01 -0.77
C -3.51 1.77 -0.65
C -2.83 0.78 0.05
N -1.65 0.99 0.64
N 1.20 0.16 1.75
C 2.48 -0.55 1.61
C 2.91 -0.74 0.18
C 4.22 -0.52 -0.22
C 4.57 -0.79 -1.54
C 3.60 -1.28 -2.40
C 2.32 -1.46 -1.91
N 1.97 -1.18 -0.66
C 0.81 0.17 3.17
C -0.65 -0.07 3.44
C -1.35 0.70 4.36
C -2.67 0.36 4.63
C -3.23 -0.73 3.99
C -2.46 -1.43 3.08
N -1.20 -1.11 2.81
H 2.21 1.99 1.67
H 1.57 1.41 0.13
H 0.51 3.45 1.11
H -0.13 2.50 2.42
H -1.21 4.19 -0.21
H -3.39 3.80 -1.33
H -4.47 1.54 -1.10
H -3.23 -0.23 0.13
H 2.36 -1.55 2.05
H 3.28 -0.03 2.16
H 4.95 -0.15 0.49
H 5.58 -0.63 -1.88
H 3.82 -1.52 -3.43
H 1.53 -1.86 -2.54
H 1.14 1.09 3.66
H 1.35 -0.65 3.66
H -0.87 1.54 4.84
H -3.25 0.95 5.34
H -4.26 -1.02 4.18
H -2.86 -2.26 2.51
F -2.39 -2.36 0.18
O 0.56 -3.34 1.32
N 0.40 -4.13 0.35
O 0.20 -3.55 -0.73
Se -2.13 -2.44 -2.41
N -1.58 -2.35 -4.09
C -0.84 -1.26 -4.20
C -0.15 -0.85 -5.38
C 0.59 0.28 -5.31
C 0.65 1.02 -4.07
N 0.04 0.69 -2.97
C -0.71 -0.46 -3.03
N -1.34 -0.90 -1.95
H -0.22 -1.44 -6.29
H 1.15 0.65 -6.16
H 1.25 1.92 -4.04
*
```

Values from the calculation:
- F_max (eV/Å) = 0.8
- HOMO level (Ha) = -0.29559
- Kohn-Sham gap (eV) = 7.345

# C24H23Cl2N2O3STi

A molecular structure, C24H23Cl2N2O3STi (ωB97M-V/def2-TZVPD, OMol25).

```
! RIJCOSX wB97M-V def2-TZVPD def2/J DEFGRID3
* xyz 1 1
Ti 1.62 1.86 -1.35
C 0.76 2.79 -3.61
C -0.45 2.51 -2.98
C -0.73 3.03 -1.72
C 0.17 3.95 -1.14
C 1.37 4.24 -1.77
C 1.71 3.62 -2.99
H 0.99 2.35 -4.57
H -1.16 1.85 -3.46
H -1.65 2.79 -1.21
H -0.05 4.41 -0.19
H 2.08 4.90 -1.30
H 2.65 3.85 -3.46
Cl 4.57 -4.51 -3.20
C 3.63 -3.08 -2.92
C 2.36 -2.99 -3.51
C 1.61 -1.85 -3.28
Cl 0.03 -1.71 -3.97
C 2.09 -0.81 -2.48
O 1.31 0.25 -2.27
C 3.38 -0.90 -1.90
C 3.95 0.13 -1.12
O 3.34 1.26 -0.90
C 4.14 -2.08 -2.14
H 1.97 -3.78 -4.13
H 4.92 0.03 -0.66
H 5.12 -2.18 -1.71
C -1.59 -2.76 0.83
C -0.17 -2.25 1.08
C 0.11 -0.91 0.41
N -0.72 0.14 1.02
C -0.31 1.31 1.48
S 1.25 1.95 1.19
N -1.14 2.05 2.25
C -2.47 1.77 2.69
O -3.26 2.68 2.70
C -2.76 0.41 3.19
C -1.81 -0.33 3.89
C -2.14 -1.57 4.40
C -3.42 -2.08 4.20
C -4.37 -1.35 3.51
C -4.05 -0.09 3.02
H -1.73 -3.75 1.26
H -1.80 -2.83 -0.24
H -2.35 -2.12 1.29
H 0.56 -2.96 0.68
H 0.02 -2.17 2.15
H -0.12 -0.95 -0.65
H 1.14 -0.61 0.52
H -1.66 -0.15 1.25
H -0.88 3.02 2.33
H -0.81 0.08 4.05
H -1.41 -2.14 4.96
H -3.67 -3.06 4.60
H -5.36 -1.75 3.37
H -4.79 0.51 2.50
*
```

Values from the calculation:
- F_max (eV/Å) = 0.7
- HOMO level (alpha / beta) (Ha) = -0.39344 / -0.33137
- Kohn-Sham gap (alpha / beta) (eV) = 7.306 / 5.268

# C24H23ClCoF4N2O2PS2

A molecular structure, C24H23ClCoF4N2O2PS2 in a non-equilibrium geometry (ωB97M-V/def2-TZVPD, OMol25).

```
! RIJCOSX wB97M-V def2-TZVPD def2/J DEFGRID3
* xyz -1 2
Co 0.41 1.18 0.24
C -2.53 0.78 -0.88
N -1.80 1.61 0.08
C -2.39 1.45 1.41
C -1.83 3.01 -0.35
C -0.71 3.81 0.29
N 0.53 3.12 0.02
C 1.72 3.73 0.18
C 2.88 2.92 0.14
F 2.67 1.58 0.05
C 4.15 3.39 0.25
F 5.19 2.54 0.20
C 4.40 4.75 0.40
C 3.30 5.57 0.47
F 3.48 6.89 0.64
C 2.00 5.10 0.37
F 1.01 6.01 0.48
H -3.54 1.19 -1.06
H -2.62 -0.23 -0.50
H -1.99 0.74 -1.83
H -3.47 1.63 1.39
H -1.92 2.14 2.11
H -2.20 0.44 1.78
H -2.81 3.46 -0.14
H -1.66 3.02 -1.43
H -0.86 3.90 1.38
H -0.75 4.82 -0.13
H 5.41 5.13 0.48
Cl -1.14 1.28 4.98
C 0.59 1.15 4.52
C 0.77 1.68 3.08
O 1.20 2.81 2.93
O 0.43 0.82 2.19
H 0.86 0.10 4.58
H 1.15 1.75 5.22
S 2.30 -2.82 0.49
P 0.82 -2.41 -0.71
S 0.51 -0.52 -1.39
C 0.88 -3.46 -2.22
C 0.97 -4.84 -2.03
C 1.02 -5.69 -3.12
C 0.99 -5.17 -4.41
C 0.92 -3.80 -4.60
C 0.86 -2.95 -3.51
C -0.79 -2.98 -0.01
C -0.84 -3.51 1.28
C -2.05 -3.96 1.79
C -3.20 -3.88 1.03
C -3.15 -3.35 -0.26
C -1.95 -2.90 -0.77
H 1.02 -5.23 -1.02
H 1.09 -6.76 -2.97
H 1.04 -5.84 -5.27
H 0.90 -3.40 -5.61
H 0.81 -1.87 -3.65
H 0.08 -3.56 1.85
H -2.09 -4.36 2.80
H -4.14 -4.24 1.43
H -4.05 -3.29 -0.85
H -1.90 -2.48 -1.77
*
```

Values from the calculation:
- relative energy (zero: lowest compared OMol25 entry of this formula, charge and spin) (kJ/mol) = 88.9
- F_max (eV/Å) = 1.5
- HOMO level (alpha / beta) (Ha) = -0.17738 / -0.17782
- Kohn-Sham gap (alpha / beta) (eV) = 7.309 / 7.400

# C24H23FGe2N2O5S4Ti

A molecular structure, C24H23FGe2N2O5S4Ti (ωB97M-V/def2-TZVPD, OMol25).

```
! RIJCOSX wB97M-V def2-TZVPD def2/J DEFGRID3
* xyz 0 1
Ti 0.10 -1.63 1.35
O -4.63 -4.23 2.42
C -3.59 -3.67 2.57
S -2.02 -4.49 2.66
C -1.03 -3.07 2.91
C -1.71 -1.87 2.95
S -0.92 -0.30 3.00
S -3.44 -1.90 2.73
S 0.70 -3.26 2.89
C 3.48 -1.11 2.67
Ge 2.70 -1.66 0.93
C 3.51 -0.46 -0.42
C 3.45 -3.44 0.52
Ge -0.09 0.84 0.63
C 0.68 2.42 1.45
C -0.08 3.55 1.75
C 0.51 4.64 2.37
C 1.86 4.61 2.70
C 2.62 3.48 2.41
C 2.03 2.39 1.80
C -1.64 1.38 -0.40
C -2.75 0.53 -0.51
C -3.84 0.90 -1.28
C -3.84 2.11 -1.95
C -2.75 2.96 -1.86
C -1.66 2.60 -1.08
H 4.53 -0.88 2.53
H 3.39 -1.93 3.39
H 2.98 -0.24 3.09
H 4.56 -0.32 -0.15
H 3.04 0.52 -0.48
H 3.49 -0.91 -1.41
H 4.54 -3.39 0.54
H 3.14 -3.77 -0.47
H 3.12 -4.18 1.24
H -1.13 3.59 1.50
H -0.08 5.51 2.61
H 2.32 5.46 3.19
H 3.67 3.45 2.67
H 2.63 1.51 1.58
H -2.77 -0.42 0.02
H -4.69 0.23 -1.36
H -4.70 2.39 -2.55
H -2.74 3.90 -2.39
H -0.81 3.27 -1.03
F 1.77 1.34 -2.49
C 0.67 0.65 -2.83
C 0.50 -0.62 -2.47
N -0.64 -1.32 -2.81
C -0.82 -2.70 -2.39
C -1.57 -2.79 -1.07
O -2.64 -3.30 -0.93
O -0.91 -2.22 -0.05
C -1.66 -0.74 -3.54
O -2.68 -1.32 -3.83
N -1.42 0.57 -3.92
C -0.33 1.37 -3.62
O -0.24 2.51 -4.00
H 1.24 -1.15 -1.89
H 0.16 -3.17 -2.29
H -1.41 -3.22 -3.14
H -2.17 1.01 -4.43
*
```

Values from the calculation:
- relative energy (zero: lowest compared OMol25 entry of this formula, charge and spin) (kJ/mol) = 51.7
- F_max (eV/Å) = 0.5
- HOMO level (Ha) = -0.31143
- Kohn-Sham gap (eV) = 7.143